--- P ---
ORCA calculation (ωB97M-V/def2-TZVPD) on the molecule CH5N3OS.

Last column: natural (NBO) charge in e.
CARTESIAN COORDINATES (ANGSTROEM)
1 N -1.84 -0.75 -0.30  -0.61
2 N -1.28 0.54 -0.08  -0.47
3 C 0.03 0.85 -0.09  0.76
4 O 0.63 1.89 -0.16  -0.59
5 N 0.86 -0.35 0.11  -0.89
6 S 2.45 -0.23 -0.29  0.21
7 H -1.04 -1.30 -0.87  0.36
8 H -1.78 -1.27 0.55  0.34
9 H -1.85 1.27 -0.39  0.39
10 H 0.67 -1.13 0.87  0.41
11 H 3.15 0.47 0.65  0.09

SMILES ... NNC(=O)NS

--- Q ---
ORCA calculation (ωB97M-V/def2-TZVPD) on the molecule CH5N3OS.

Last column: natural (NBO) charge in e.
CARTESIAN COORDINATES (ANGSTROEM)
1 N -1.32 0.25 -0.53  -0.67
2 N -0.01 0.78 -0.63  -0.46
3 C 0.91 0.42 0.33  0.23
4 S 2.04 1.46 0.97  -0.24
5 N 0.83 -0.89 0.68  -0.32
6 O 0.20 -1.89 -0.07  -0.55
7 H -1.85 0.50 -1.34  0.37
8 H -1.78 0.65 0.29  0.35
9 H 0.08 1.74 -0.90  0.39
10 H 1.69 -1.25 1.20  0.41
11 H -0.80 -1.77 0.01  0.49

SMILES ... NNC(=S)NO

--- R ---
ORCA calculation (ωB97M-V/def2-TZVPD) on the molecule CH5N3OS.

Last column: natural (NBO) charge in e.
CARTESIAN COORDINATES (ANGSTROEM)
1 H -1.77 -1.41 -1.78  0.37
2 N -0.94 -0.52 -1.53  -0.77
3 C -0.13 -0.62 -0.48  0.55
4 N 0.29 -1.72 0.38  -0.36
5 O 0.28 -1.48 1.79  -0.59
6 N 0.38 0.46 0.18  -0.81
7 S 0.13 1.98 -0.38  0.23
8 H -0.44 -2.48 0.18  0.36
9 H 1.16 -1.95 2.31  0.50
10 H 0.68 0.04 1.11  0.43
11 H -1.18 2.17 -0.25  0.09

SMILES ... [H]/N=C(\NO)NS

Verdict on stability: R comes out at the bottom.

--- P ---
ORCA calculation (ωB97M-V/def2-TZVPD) on a cluster of 19 separate species, H39O19 in total.

Last column: natural (NBO) charge in e.
CARTESIAN COORDINATES (ANGSTROEM)
1 O -2.52 0.53 -2.80  -0.95
2 H -3.31 1.58 0.66  0.53
3 H -3.25 0.12 -2.30  0.45
4 O 0.68 4.27 0.92  -0.95
5 H 0.28 3.78 1.64  0.49
6 H -2.81 -0.37 2.64  0.56
7 O 2.06 1.92 0.55  -1.06
8 H -0.24 -2.01 1.90  0.51
9 H -4.78 0.70 0.60  0.52
10 O 0.57 -0.36 0.25  -1.01
11 H -4.05 0.31 2.59  0.56
12 H 2.60 2.15 -0.25  0.51
13 O 0.31 -3.19 -1.21  -0.98
14 H 0.34 -3.93 -0.59  0.49
15 H 0.65 -2.53 -0.54  0.50
16 O 3.71 1.59 -1.47  -0.96
17 H 3.58 -0.26 -3.37  0.50
18 H 3.00 1.04 -1.87  0.49
19 O -3.76 -0.71 2.47  -0.83
20 H 2.71 -3.17 1.13  0.49
21 H 1.29 4.93 1.26  0.48
22 O -4.04 1.12 1.08  -1.00
23 H -4.32 -2.13 -0.35  0.53
24 O -1.59 -2.03 -2.50  -1.01
25 H -0.64 -2.35 -2.50  0.53
26 H -1.83 -1.56 -3.32  0.48
27 O -0.19 1.92 2.01  -0.97
28 H 0.44 0.58 0.11  0.48
29 H 1.53 -0.48 0.38  0.50
30 O 1.91 -3.62 0.83  -0.97
31 H 1.75 2.86 0.68  0.50
32 H 2.15 -4.52 0.58  0.49
33 O -1.19 -2.02 1.77  -0.98
34 H -1.49 -2.19 0.88  0.48
35 H 0.76 1.91 1.99  0.49
36 O -2.09 1.50 3.44  -1.01
37 H -0.34 1.04 1.62  0.49
38 H 3.84 2.27 -2.16  0.50
39 O -3.78 -1.40 -0.04  -0.97
40 H -2.92 -1.34 -0.48  0.53
41 H 4.91 0.04 -2.33  0.51
42 O 1.68 -1.02 3.69  -0.94
43 H 2.19 -0.57 2.99  0.47
44 H -3.73 -0.84 1.42  0.55
45 O 3.22 -0.78 0.67  -0.99
46 H -0.67 3.58 -3.41  0.48
47 H 3.40 0.16 0.52  0.51
48 O -0.02 3.50 -2.68  -0.95
49 H -1.81 -0.12 -2.59  0.48
50 H -0.32 2.81 -2.07  0.47
51 O 4.24 -0.52 -2.71  -1.00
52 H -2.69 1.46 4.20  0.49
53 H 2.27 -0.69 4.39  0.47
54 O 0.49 -0.59 -4.10  -0.94
55 H 0.90 -1.46 -4.04  0.47
56 H 0.09 -0.68 -4.98  0.48
57 H -1.14 1.29 3.52  0.53
58 H 3.62 -1.34 -0.01  0.50

Net charge ... +1

--- Q ---
ORCA calculation (ωB97M-V/def2-TZVPD) on a cluster of 19 separate species, H39O19 in total.

Last column: natural (NBO) charge in e.
CARTESIAN COORDINATES (ANGSTROEM)
1 O -1.54 -1.13 0.79  -0.98
2 H -3.16 -0.01 -2.16  0.52
3 H -2.46 -1.24 0.52  0.47
4 O 1.49 -2.20 1.08  -0.99
5 H 1.98 -1.85 1.84  0.51
6 H -0.56 2.60 0.79  0.51
7 O -2.98 -0.25 4.30  -0.95
8 H -2.86 -2.90 -2.31  0.49
9 H -2.87 -1.28 -1.17  0.51
10 O -0.35 2.71 -0.16  -0.94
11 H 1.25 -3.11 -0.52  0.48
12 H -2.34 0.20 3.76  0.47
13 O 1.78 -0.55 -1.13  -1.00
14 H 1.39 -0.76 -0.27  0.50
15 H 2.04 -1.47 -1.32  0.51
16 O 1.02 0.80 1.24  -0.98
17 H -1.48 3.29 -3.71  0.48
18 H -0.16 1.30 3.76  0.45
19 O 0.46 -3.01 -1.12  -0.95
20 H -0.33 2.59 4.35  0.47
21 H 1.12 -3.07 1.27  0.50
22 O -2.97 -0.29 -1.25  -0.97
23 H 1.16 0.78 -2.70  0.46
24 O 3.97 -1.66 -0.33  -0.95
25 H 4.19 -1.41 -1.24  0.46
26 H 4.47 -0.97 0.12  0.49
27 O -1.66 1.87 1.95  -0.98
28 H 0.55 2.87 -0.50  0.53
29 H -0.49 1.40 -0.48  0.52
30 O 0.28 1.84 4.42  -0.92
31 H -3.36 -1.01 3.87  0.48
32 H -2.37 2.53 2.02  0.50
33 O -2.72 -2.91 -1.36  -0.96
34 H -1.97 -3.51 -1.23  0.51
35 H -2.13 1.12 1.55  0.51
36 O 2.31 2.55 -1.10  -0.95
37 H 0.79 1.65 1.63  0.49
38 H 1.93 0.80 0.92  0.49
39 O 1.51 0.35 -3.50  -0.94
40 H 1.93 -0.33 -2.94  0.47
41 H -0.65 2.53 -4.73  0.48
42 O -1.93 0.03 -4.48  -0.95
43 H -1.02 0.37 -4.50  0.49
44 H 0.14 -2.21 -0.68  0.46
45 O -1.10 -1.47 3.29  -0.97
46 H 0.02 -0.22 -0.82  0.52
47 H -1.11 -1.78 4.21  0.50
48 O -0.62 0.47 -1.07  -0.90
49 H -1.60 -1.76 1.54  0.50
50 H -1.60 0.17 -1.30  0.53
51 O -0.91 2.52 -3.80  -0.96
52 H 2.15 2.81 -2.02  0.49
53 H -1.71 -0.76 -5.00  0.47
54 O 3.93 0.38 2.23  -0.96
55 H 3.79 1.33 2.40  0.48
56 H 4.34 0.20 3.09  0.48
57 H 2.27 1.58 -1.20  0.48
58 H -0.42 -0.79 3.23  0.48

Net charge ... +1

Verdict on stability: P comes out at the bottom.

--- P ---
ORCA calculation (ωB97M-V/def2-TZVPD) on a cluster of 2 separate species, C11H14NO in total.

Last column: natural (NBO) charge in e.
CARTESIAN COORDINATES (ANGSTROEM)
1 C 3.00 1.19 -1.17  -0.18
2 C 2.65 -0.15 -1.05  -0.21
3 C 2.10 2.24 -0.97  -0.20
4 C 1.44 -0.52 -0.43  -0.18
5 C 0.76 1.83 -0.76  0.07
6 C 0.53 0.52 -0.34  -0.13
7 C -0.38 -3.58 1.10  0.44
8 C -0.53 2.61 -0.94  -0.43
9 C -1.56 1.71 -0.30  -0.48
10 C -0.83 0.46 0.20  0.36
11 C -2.58 -0.60 1.25  -0.45
12 N -1.24 -0.55 0.84  -0.49
13 O 0.19 -3.83 2.26  -0.54
14 H 4.06 1.35 -1.46  0.23
15 H 3.40 -0.89 -1.23  0.21
16 H 2.38 3.27 -1.27  0.24
17 H 1.16 -1.54 -0.47  0.19
18 H -1.47 -3.44 1.12  0.23
19 H -0.51 3.59 -0.50  0.24
20 H -0.59 2.58 -2.01  0.24
21 H -2.24 2.01 0.41  0.24
22 H -2.07 1.27 -1.08  0.24
23 H -2.67 -1.51 1.90  0.18
24 H -2.96 0.28 1.77  0.21
25 H -3.36 -0.61 0.51  0.21
26 H 0.12 -3.68 0.22  0.19
27 H 1.21 -4.02 2.41  0.58

Net charge ... +1

--- Q ---
ORCA calculation (ωB97M-V/def2-TZVPD) on the ion C11H14NO with charge +1.

Last column: natural (NBO) charge in e.
CARTESIAN COORDINATES (ANGSTROEM)
1 C 1.31 -3.35 2.54  -0.19
2 C 1.33 -3.42 1.13  -0.18
3 C 1.06 -2.09 3.07  -0.19
4 C 1.10 -2.35 0.33  -0.22
5 C 0.93 -0.98 2.31  -0.21
6 C 0.95 -1.08 0.92  -0.07
7 C 1.13 0.14 -1.32  -0.35
8 C -0.17 1.16 0.50  -0.24
9 C 0.74 0.07 -0.04  -0.05
10 C -0.68 2.78 -1.48  0.32
11 C -1.64 2.95 -2.50  -0.34
12 N -1.07 1.66 -0.59  -0.69
13 O -2.73 2.10 -2.43  -0.73
14 H 1.57 -4.16 3.25  0.24
15 H 1.38 -4.45 0.67  0.23
16 H 0.77 -1.89 4.11  0.23
17 H 0.92 -2.71 -0.67  0.23
18 H 0.92 0.06 2.66  0.21
19 H 0.74 1.06 -1.93  0.17
20 H 1.86 -0.44 -1.89  0.25
21 H -0.97 0.98 1.30  0.25
22 H 0.35 2.10 0.77  0.26
23 H -1.16 3.08 -3.51  0.30
24 H -2.04 4.03 -2.38  0.30
25 H -1.39 0.68 -1.08  0.48
26 H -2.08 1.91 -0.43  0.48
27 H -3.15 2.15 -3.33  0.51

Net charge ... +1

Verdict on stability: Q comes out at the bottom.

--- P ---
ORCA calculation (ωB97M-V/def2-TZVPD) on the molecule C3HN.

Last column: natural (NBO) charge in e.
CARTESIAN COORDINATES (ANGSTROEM)
1 C -0.27 0.03 -1.12  -0.63
2 C -1.34 0.07 -1.79  0.21
3 C 0.32 0.01 0.01  0.58
4 N 0.93 0.02 1.03  -0.60
5 H 0.36 -0.13 1.88  0.43

--- Q ---
ORCA calculation (ωB97M-V/def2-TZVPD) on the molecule C3HN.

Last column: natural (NBO) charge in e.
CARTESIAN COORDINATES (ANGSTROEM)
1 C 1.25 -0.02 0.30  -0.07
2 C 0.14 0.07 -0.15  -0.15
3 C -1.23 0.07 -0.41  0.22
4 N -2.38 -0.01 -0.46  -0.24
5 H 2.23 -0.11 0.72  0.25

SMILES ... C#CC#N

--- R ---
ORCA calculation (ωB97M-V/def2-TZVPD) on a cluster of 2 separate species, C3HN in total.

Last column: natural (NBO) charge in e.
CARTESIAN COORDINATES (ANGSTROEM)
1 C -0.64 -1.48 -0.07  -0.09
2 C -0.32 -2.08 -0.95  0.09
3 C 0.41 1.11 0.34  0.08
4 N 0.94 2.12 0.19  -0.30
5 H -0.39 0.33 0.49  0.21

Verdict on stability: R comes out at the bottom.